1.
# C9H14N2O4S

One molecule with the formula C9H14N2O4S at a distorted geometry (ωB97M-V with the def2-TZVPD basis set, the Open Molecules 2025 dataset).

Cartesian coordinates (Å):
C -0.34 0.67 1.05
C 0.95 0.53 1.29
C -1.95 3.17 0.73
C 0.96 -1.23 -1.69
C -0.74 0.36 -1.37
C 1.65 -0.12 2.48
C 2.13 -3.22 -1.56
C -2.12 1.89 0.00
C 0.67 0.05 -1.70
N -1.86 -1.26 0.38
N -0.86 1.17 -0.25
O -0.70 3.50 0.93
O -2.87 3.86 1.09
O -0.10 -2.07 -1.44
O 2.07 -1.84 -2.05
S -1.50 -1.34 -1.16
H -1.08 0.56 1.77
H -1.12 0.82 -2.33
H 1.91 -1.10 2.19
H 0.89 -0.25 3.35
H 2.39 0.41 3.01
H 3.28 -3.43 -1.51
H 1.47 -3.90 -2.13
H 1.62 -3.20 -0.61
H -2.50 2.14 -1.01
H -2.80 1.34 0.64
H 1.64 0.70 0.55
H 1.33 0.80 -1.84
H -2.52 -1.99 0.58
H 0.08 2.94 0.62

- Spin multiplicity: 3
- HOMO energy (alpha / beta): -0.16851 / -0.33351 Eh
- Energy: -1159.6840 Ha
- Lowest unoccupied orbital energy (alpha / beta): 0.015 / -0.066 hartree

Results of the Löwdin charge analysis, in e, for atoms 1 through 6: C -0.164; C -0.143; C -0.565; C -0.443; C -0.409; C -0.069

=====

2.
# C32H43BF3N6O15S2

A 5-piece molecular cluster, C32H43BF3N6O15S2 overall at a distorted geometry (ωB97M-V with the def2-TZVPD basis set, the Open Molecules 2025 dataset).

Cartesian coordinates (Å):
O 2.76 0.83 2.90
C 2.25 -0.17 2.47
C 0.70 -0.27 2.31
C 0.23 -0.27 0.78
N -1.06 -0.98 0.71
C -2.34 -0.52 0.62
N -2.75 0.75 0.55
C -4.19 1.02 0.41
S -5.20 0.75 1.93
O -5.97 -0.49 1.83
O -6.08 1.89 2.16
O -1.91 1.83 0.53
B -1.69 2.40 1.82
O -0.37 2.80 2.13
O -2.67 2.63 2.77
N -3.27 -1.57 0.59
C -2.43 -2.66 0.62
N -3.10 -3.92 0.56
C -3.45 -4.21 -0.59
S -3.41 -4.75 -2.10
N -1.10 -2.36 0.71
C 0.03 -3.31 0.75
C -0.30 -4.72 1.37
O 0.91 -5.49 1.27
C -0.66 -4.69 2.91
F 0.47 -4.92 3.62
F -1.50 -5.76 3.14
F -1.34 -3.58 3.31
N 3.09 -1.29 2.12
C 4.40 -0.82 1.63
C 4.39 -0.06 0.38
C 5.64 0.45 -0.16
C 6.89 0.20 0.52
C 6.90 -0.57 1.77
C 5.65 -1.10 2.33
H 0.32 -1.24 2.75
H 0.22 0.54 2.92
H 0.22 0.75 0.33
H 1.06 -0.83 0.24
H -4.63 0.38 -0.42
H -4.35 2.08 0.07
H -4.35 0.68 3.02
H -0.13 3.58 1.58
H -2.28 3.24 3.43
H 0.85 -2.87 1.39
H 0.49 -3.42 -0.27
H -1.06 -5.30 0.78
H 0.98 -5.81 0.35
H 2.70 -1.82 1.33
H 3.41 0.13 -0.12
H 5.58 1.05 -1.11
H 7.84 0.61 0.11
H 7.86 -0.76 2.30
H 5.62 -1.69 3.28
O 5.96 -3.11 6.42
C 5.00 -3.60 5.90
O 4.23 -2.96 4.98
C 3.11 -3.78 4.63
C 3.52 -5.19 4.98
C 4.44 -4.98 6.17
H 2.24 -3.45 5.21
H 2.88 -3.66 3.57
H 2.68 -5.85 5.18
H 4.09 -5.62 4.15
H 3.89 -4.96 7.11
H 5.24 -5.72 6.21
O 4.56 3.57 -0.48
C 4.17 3.39 -1.60
O 4.82 2.61 -2.52
C 4.14 2.70 -3.78
C 2.73 3.15 -3.45
C 2.95 4.01 -2.22
H 4.67 3.42 -4.41
H 4.15 1.73 -4.28
H 2.24 3.67 -4.27
H 2.12 2.29 -3.18
H 3.17 5.05 -2.49
H 2.10 3.97 -1.54
O -0.32 3.36 -3.09
C -0.72 3.17 -4.21
O -0.08 2.39 -5.12
C -0.75 2.47 -6.38
C -2.16 2.92 -6.06
C -1.94 3.80 -4.83
H -0.22 3.19 -7.02
H -0.74 1.50 -6.87
H -2.65 3.44 -6.88
H -2.77 2.06 -5.79
H -1.72 4.83 -5.10
H -2.79 3.75 -4.15
O -4.46 3.24 -2.15
C -5.50 2.81 -2.58
O -5.63 1.61 -3.20
C -6.98 1.46 -3.68
C -7.81 2.40 -2.83
C -6.83 3.53 -2.55
H -7.00 1.72 -4.74
H -7.29 0.42 -3.57
H -8.72 2.73 -3.33
H -8.09 1.91 -1.90
H -6.84 4.29 -3.33
H -7.01 3.98 -1.57

- HOMO energy: -0.39114 Eh
- Energy: -3822.8889 Ha
- Charge: +1
- Lowest unoccupied orbital energy: -0.130 hartree

Results of the Löwdin charge analysis, in e, for atoms 1 through 6: O 0.127; C -0.440; C -0.037; C -0.054; N 0.048; C -0.191

=====

3.
# C3H11N2P2

A 2-piece molecular cluster, C3H11N2P2 overall at a distorted geometry (ωB97M-V with the def2-TZVPD basis set, the Open Molecules 2025 dataset).

Cartesian coordinates (Å):
C -3.40 -0.79 0.36
C 1.04 0.77 -1.71
C 2.24 -1.75 0.68
N -0.97 0.21 0.14
N 0.82 2.12 0.56
P -1.77 -0.68 1.17
P 0.65 0.49 0.09
H -3.58 -1.85 0.19
H -4.17 -0.35 1.03
H -3.48 -0.25 -0.63
H 2.23 0.77 -1.83
H 0.85 1.89 -1.81
H 0.66 0.12 -2.43
H 1.34 -2.30 1.06
H 2.87 -1.44 1.48
H 2.63 -1.77 -0.30
H 0.32 2.23 1.51
H 1.70 2.59 0.46

- HOMO energy (alpha / beta): -0.47274 / -0.46957 Eh
- Relative energy (zero: lowest compared OMol25 entry of this formula, charge and spin): 257.35 kJ/mol
- Energy: -912.7814 Ha
- Charge: +1
- Lowest unoccupied orbital energy (alpha / beta): -0.199 / -0.181 hartree

Results of the Löwdin charge analysis, in e, for atoms 1 through 6: C -0.336; C -0.225; C 0.137; N -0.517; N -0.145; P 0.901

=====

4.
# C23H26F3N2O

A 2-piece molecular cluster, C23H26F3N2O overall at a distorted geometry (ωB97M-V with the def2-TZVPD basis set, the Open Molecules 2025 dataset).

Cartesian coordinates (Å):
C -4.12 1.89 -0.42
C -3.27 2.21 0.82
C -3.02 3.72 0.82
C -4.13 1.88 2.04
C -1.93 1.42 0.85
C -0.69 2.00 0.93
C 0.55 1.26 1.02
C 1.78 1.91 1.20
C 3.10 1.34 0.94
F 4.08 2.31 0.96
F 3.49 0.36 1.85
F 3.21 0.73 -0.30
C 0.44 -0.18 0.92
C -0.76 -0.84 0.84
C -0.82 -2.38 0.82
C -1.56 -2.90 2.05
C 0.58 -2.98 0.82
C -1.55 -2.89 -0.43
C -2.01 -0.06 0.82
O -3.12 -0.65 0.80
H -4.38 0.83 -0.42
H -5.04 2.48 -0.39
H -3.57 2.13 -1.34
H -2.49 4.03 1.72
H -2.47 4.03 -0.07
H -3.99 4.24 0.80
H -3.60 2.13 2.96
H -5.06 2.47 2.00
H -4.39 0.82 2.03
H -0.57 3.09 0.92
H 1.80 2.98 1.35
H 1.40 -0.70 0.91
H -2.59 -2.53 2.05
H -1.57 -4.00 2.04
H -1.05 -2.56 2.96
H 1.13 -2.67 -0.08
H 1.13 -2.68 1.72
H 0.51 -4.08 0.81
H -1.04 -2.56 -1.33
H -1.56 -3.99 -0.42
H -2.58 -2.53 -0.43
C 2.78 0.50 8.91
C 3.91 0.00 8.25
C 4.00 0.15 6.86
C 2.92 0.81 6.11
C 1.80 1.30 6.81
C 1.74 1.14 8.20
N 3.27 0.80 4.79
C 4.49 0.18 4.73
N 4.95 -0.22 5.96
H 2.69 0.40 9.99
H 4.74 -0.49 8.76
H 1.03 1.78 6.22
H 0.88 1.51 8.75
H 5.04 0.01 3.81

- HOMO energy: -0.13480 Eh
- Energy: -1376.4175 Ha
- Charge: -1
- Lowest unoccupied orbital energy: 0.015 hartree

Results of the Löwdin charge analysis, in e, for atoms 1 through 6: C -0.054; C -0.547; C -0.080; C -0.049; C -0.046; C 0.044

=====

5.
# CH2FN

A 2-piece molecular cluster, CH2FN overall at a distorted geometry (ωB97M-V with the def2-TZVPD basis set, the Open Molecules 2025 dataset).

Cartesian coordinates (Å):
C -0.02 0.46 -0.14
N -0.32 1.59 -0.49
F 0.93 1.76 -2.21
H -0.48 0.21 0.70
H 0.66 -0.07 -0.74

- HOMO energy (alpha / beta): -0.47072 / -0.41077 Eh
- Relative energy (zero: lowest compared OMol25 entry of this formula, charge and spin): 396.13 kJ/mol
- Energy: -193.7483 Ha
- Lowest unoccupied orbital energy (alpha / beta): -0.055 / -0.085 hartree

In the Löwdin picture, each atom carries the following charge in e: C -0.065; N 0.214; F -0.282; H 0.052; H 0.081

=====

6.
# C5H11N

One molecule with the formula C5H11N at a distorted geometry (ωB97M-V with the def2-TZVPD basis set, the Open Molecules 2025 dataset).

Cartesian coordinates (Å):
C 2.41 -0.61 0.41
C 1.22 -0.04 -0.37
C -0.11 -0.06 0.41
C -0.65 1.26 0.82
N -1.22 0.53 -0.32
C -2.49 -0.15 -0.10
H 2.77 0.08 1.19
H 2.11 -1.54 0.90
H 3.26 -0.83 -0.24
H 1.51 0.95 -0.78
H 0.98 -0.64 -1.25
H -0.26 -0.90 1.08
H 0.31 1.69 0.56
H -1.27 1.38 1.71
H -2.49 -1.06 -0.72
H -3.33 0.47 -0.44
H -2.68 -0.45 0.94

- HOMO energy: -0.32056 Eh
- SMILES: CC[C@H]1CN1C
- Relative energy (zero: lowest compared OMol25 entry of this formula, charge and spin): 214.49 kJ/mol
- Energy: -251.7808 Ha
- Lowest unoccupied orbital energy: 0.044 hartree

Results of the Löwdin charge analysis, in e, for atoms 1 through 6: C -0.112; C -0.225; C -0.352; C -0.101; N -0.120; C -0.111